A structure of composition C41H37N7O6 in a non-equilibrium geometry. Source: the Open Molecules 2025 dataset; level of theory: the ωB97M-V functional and the def2-TZVPD basis.

XYZ file:
```
91
Properties=species:S:1:pos:R:3:forces:R:3
C -4.88429 -2.15557 4.41078 -0.242 -0.132 0.161
C -3.64290 -1.42116 3.99769 0.097 0.073 -0.255
C -3.61986 -0.67931 2.81776 0.295 0.223 -0.065
C -2.44939 -0.04911 2.37541 -0.330 -0.290 0.169
C -2.41516 0.73567 1.09775 -0.139 0.036 -0.372
C -1.30726 -0.16544 3.15914 -0.874 -0.364 -0.379
N -0.09695 0.43794 2.67400 1.656 0.361 0.341
C 0.34081 1.69477 3.06932 0.691 -0.837 0.034
C -0.59797 2.75948 3.41542 -0.378 1.220 0.431
C -0.46899 3.97565 2.70935 -0.316 -0.617 0.092
C -1.48444 4.92547 2.78453 -0.099 -0.018 0.317
C -2.58697 4.70815 3.62344 0.194 -0.141 -0.056
C -2.64626 3.56695 4.43332 0.164 0.208 -0.096
C -1.64142 2.60727 4.35749 0.411 -0.171 -0.534
N 1.64053 1.78173 2.96930 -0.300 -0.581 -0.472
N 2.08496 0.55367 2.46365 -1.957 0.711 0.756
C 3.45591 0.23359 2.77391 1.719 -0.229 -0.295
C 3.96239 0.50234 4.06509 -0.146 -0.185 -0.455
C 3.11630 0.96688 5.20318 -0.037 0.343 0.706
C 5.32666 0.31999 4.29903 0.042 -0.134 -0.294
C 6.20302 -0.12646 3.30709 -0.347 0.065 -0.185
C 7.67112 -0.26296 3.58150 0.223 -0.051 0.111
C 5.68216 -0.41236 2.04433 -0.119 0.085 0.505
C 4.32808 -0.22941 1.76926 -0.244 0.227 0.314
C 3.83221 -0.47072 0.39512 -0.027 -0.128 -0.672
C 1.00748 -0.23675 2.20420 0.596 1.242 0.466
C 0.76216 -1.35997 1.27888 -0.695 -4.903 0.384
O 0.95051 -1.22186 0.00723 -0.154 0.520 1.565
C 0.20996 -2.59390 1.89795 1.198 3.397 -1.714
C 1.00418 -3.26274 2.94032 0.114 0.387 1.365
C -1.07859 -3.05972 1.51138 -1.399 -0.882 -0.879
C -1.80729 -2.44221 0.46009 0.071 -0.241 0.166
C -3.09849 -2.82729 0.11656 0.293 -0.005 0.395
C -3.75347 -3.80353 0.87102 0.028 -0.012 0.063
C -3.07366 -4.42544 1.92736 -0.129 0.084 -0.194
C -1.75538 -4.09829 2.21973 0.508 0.481 -0.073
C -1.31644 -0.81446 4.39858 -0.164 -0.262 -0.107
C -0.13677 -0.79944 5.32728 0.164 -0.209 0.373
C -2.48924 -1.47616 4.78066 0.265 0.377 -0.134
H -4.77201 -2.55062 5.42684 -0.106 0.065 -0.192
H -5.76148 -1.49513 4.38731 0.198 -0.150 0.019
H -5.09262 -3.00175 3.74033 0.140 0.233 0.103
H -4.51965 -0.59858 2.20328 0.250 -0.089 0.177
H -1.48751 0.54911 0.53570 -0.292 0.095 0.146
H -3.25945 0.44516 0.45770 0.265 0.134 0.149
H -2.48266 1.81798 1.29380 0.029 -0.262 -0.023
H 0.41004 4.11587 2.07900 -0.347 -0.001 0.023
H -1.41911 5.83406 2.18447 -0.021 -0.244 0.222
H -3.39639 5.43951 3.66160 0.268 -0.208 -0.021
H -3.48061 3.41775 5.12186 0.296 0.103 -0.201
H -1.65168 1.73312 5.01176 -0.185 0.250 -0.319
H 3.77236 1.14590 6.06176 -0.203 -0.045 -0.074
H 2.60278 1.90598 4.97344 0.125 -0.287 0.169
H 2.37396 0.22183 5.51692 0.152 0.155 -0.204
H 5.72422 0.53972 5.29341 -0.185 -0.064 -0.288
H 8.07792 -1.15954 3.10104 -0.049 0.153 0.111
H 8.23464 0.59915 3.19858 -0.180 -0.160 0.058
H 7.85158 -0.32663 4.65909 0.059 -0.020 -0.181
H 6.34268 -0.76145 1.24715 -0.228 0.116 0.214
H 4.67440 -0.48323 -0.30536 -0.186 -0.004 0.086
H 3.30121 -1.42677 0.30726 0.122 0.236 0.020
H 3.14787 0.32596 0.08966 0.063 -0.217 0.045
H 1.10760 -4.33992 2.73220 0.050 0.366 -0.010
H 2.00862 -2.81675 2.98314 -0.155 -0.277 0.117
H 0.53820 -3.15363 3.93407 0.154 -0.424 0.024
H -1.32748 -1.64082 -0.09320 -0.263 -0.302 0.246
H -3.58621 -2.34160 -0.73028 0.076 -0.150 0.257
H -4.78396 -4.06865 0.63137 0.284 -0.036 0.101
H -3.58015 -5.18274 2.53084 0.152 0.173 -0.227
H -1.22986 -4.60764 3.03361 -0.273 0.125 -0.271
H -0.42151 -1.30013 6.26471 0.173 0.156 -0.276
H 0.73165 -1.34176 4.92382 -0.205 0.281 0.055
H 0.17585 0.22295 5.59444 -0.083 -0.251 -0.187
H -2.49782 -2.02910 5.72361 -0.007 0.188 -0.273
O 1.37121 -4.98714 -4.62503 0.905 1.999 0.591
N 2.09101 -3.98744 -4.44785 1.072 -1.269 -1.149
O 3.21276 -3.85319 -4.98603 -1.709 -0.195 0.880
C 1.65479 -2.91025 -3.58271 0.500 1.028 0.483
C 2.54290 -1.87683 -3.24918 -0.908 -1.528 -0.486
C 2.11847 -0.79298 -2.46470 -2.391 0.235 1.185
N 2.93001 0.40027 -2.42706 1.042 1.346 0.268
O 4.05053 0.37806 -2.98440 -2.013 -0.030 0.955
O 2.48334 1.41625 -1.83577 0.653 -1.819 -1.042
C 0.79843 -0.75109 -1.83057 0.789 1.469 -2.560
C -0.15344 -1.69011 -2.39581 -1.192 -0.034 0.525
N -1.50176 -1.65892 -2.31891 1.655 -1.683 -1.618
O -1.88990 -2.76527 -3.11089 1.492 1.183 0.741
N -0.82004 -3.44740 -3.65734 0.876 1.816 1.598
C 0.26966 -2.77819 -3.18924 -1.303 -1.445 -1.513
H 3.56109 -1.89649 -3.62867 -0.278 -0.014 -0.010
H 0.40712 0.23194 -1.57339 0.294 -0.345 0.077
```
Forces are in eV/Å.

Calculated values
- energy above the lowest of the compared OMol25 structures with the same formula, charge and spin (kcal per mole) = 38.4
- highest occupied orbital energy (Eh) = -0.241
- frontier orbital gap (eV) = 5.469
- DFT total energy (eV) = -65821.489